Entry 1:
Density functional theory data (ωB97M-V/def2-TZVPD) for a molecular structure, C11H16Cl3NO2Ru in a non-equilibrium geometry.

XYZ file:
```
34
Properties=species:S:1:pos:R:3:mulliken_charge:R:1
Ru 0.66117 0.31739 1.45727 0.32
Cl -0.14492 2.56258 1.56835 -0.44
Cl -2.33103 -0.29838 2.16581 -0.76
Cl 0.94920 -1.82403 2.35511 -0.45
O 0.28385 0.83249 5.76278 -0.73
O 2.42618 0.87247 1.63100 -0.71
N 0.22876 0.57366 3.37745 -0.11
C -1.03755 2.25839 -1.47179 -2.08
C -0.57686 -1.32395 -0.63721 1.63
C -1.37960 -0.21342 -0.93474 0.32
C -0.59841 0.93823 -1.00380 1.11
C 0.78368 0.56632 -0.69505 0.82
C 1.95975 1.35073 -1.12848 -2.16
C -1.01093 -2.73868 -0.57146 -1.84
C 0.78968 -0.86168 -0.49140 0.57
C -2.83655 -0.27687 -1.20776 -1.79
C 0.26674 0.70422 4.56727 0.51
C 2.01387 -1.70439 -0.64346 -1.71
H -1.98490 2.53421 -1.01057 0.45
H -3.30534 -1.08620 -0.63103 0.35
H 1.88627 -2.63038 -0.07060 0.38
H 2.11356 1.24404 -2.20540 0.31
H -1.29253 -3.12210 -1.56384 0.29
H 2.91792 -1.20473 -0.26800 0.36
H 2.19130 -1.95576 -1.70555 0.26
H 2.85984 1.01097 -0.61943 0.37
H -1.89809 -2.82051 0.06729 0.36
H -3.05039 -0.44794 -2.27862 0.32
H -3.32479 0.66494 -0.92039 0.35
H -0.23085 -3.38292 -0.14688 0.33
H -1.18867 2.23474 -2.55230 0.34
H -0.31455 3.03438 -1.23662 0.34
H 2.38753 1.79011 1.94156 0.28
H 1.78665 2.40204 -0.89954 0.42
```

Calculated values
2S+1: 5
DFT total energy: -2109.47625 Eh
Energy relative to the best compared isomer or geometry (same formula, charge and spin): 0.00 kcal per mole
⟨S²⟩: 6.06
LUMO level (alpha / beta): 5.461 / 5.404 eV
Frontier orbital gap (alpha / beta): 5.6 / 6.5 eV
Total charge: -2

Entry 2:
Density functional theory data (ωB97M-V/def2-TZVPD) for a single C11H16ClN3S molecule in a non-equilibrium geometry.

XYZ file:
```
32
Properties=species:S:1:pos:R:3:mulliken_charge:R:1
Cl 6.45850 -0.67615 0.42683 -0.16
S 3.81553 -0.63548 -0.99236 -0.12
N -1.69355 -0.99559 0.73768 0.02
N 0.35970 0.15617 -0.47890 0.28
N 4.60660 1.18063 0.64780 -0.50
C 3.37566 1.54834 0.22331 -0.75
C -1.19383 0.20194 1.39305 -1.05
C 0.42081 -1.29390 -0.54150 -0.42
C 2.76965 0.71591 -0.66886 0.93
C -2.53564 -0.71568 -0.41850 -0.21
C -0.59751 -1.89145 0.45274 -1.19
C 1.39121 0.82634 -1.24535 -1.27
C 0.19957 0.63122 0.88084 -0.56
C 4.97872 0.07721 0.11281 0.41
C -4.37740 0.96099 -0.54466 -0.72
C -3.82409 -0.09357 0.02366 -0.32
H -2.03998 -0.07494 -1.16102 0.21
H 1.42453 -1.68707 -0.30917 0.28
H 1.37674 0.40588 -2.25458 0.42
H 0.98817 0.24040 1.54611 0.32
H -0.99290 -2.83083 0.06082 0.43
H -2.76108 -1.67960 -0.88845 0.30
H 0.17450 -1.58735 -1.56693 0.42
H -1.91953 1.00049 1.23533 0.43
H -1.13479 0.00308 2.46903 0.29
H 2.96195 2.46582 0.59942 0.43
H -3.91815 1.45708 -1.38483 0.26
H -5.31528 1.36788 -0.20672 0.28
H 1.12340 1.88629 -1.30341 0.46
H 0.27406 1.71997 0.88009 0.42
H -0.10521 -2.10517 1.40571 0.39
H -4.29036 -0.57888 0.87003 0.30
```

Calculated values
DFT total energy: -1451.34706 Eh
Energy relative to the best compared isomer or geometry (same formula, charge and spin): 39.16 kcal per mole
LUMO level: 0.571 eV
Frontier orbital gap: 8.9 eV
SMILES: C=CCN1CCN(Cc2cnc(Cl)s2)CC1

Entry 3:
Density functional theory data (ωB97M-V/def2-TZVPD) for a molecular structure, C11H16ClO2RhRu in a non-equilibrium geometry.

XYZ file:
```
32
Properties=species:S:1:pos:R:3:mulliken_charge:R:1
Rh 0.55620 -0.03035 -5.22650 0.47
Ru -0.31980 -0.47675 -0.53670 0.73
Cl 0.55600 1.40225 -3.65620 -0.42
O 0.50900 0.23535 1.20360 -0.92
O -1.61150 0.48705 1.95150 -0.65
C -0.79560 -2.20655 -0.00770 -0.69
C -1.12470 -0.25625 -6.19900 -0.85
C 1.50560 0.39635 3.91030 -0.43
C -0.75800 0.90005 4.62040 -0.42
C -0.33140 0.94185 5.95030 -0.40
C 0.15740 0.62575 3.58460 0.32
C 1.92510 0.43335 5.24400 -0.35
C 1.00770 0.70485 6.26360 -0.51
C -0.32080 0.50785 2.18990 0.91
C -1.84610 0.80625 -1.20750 -1.03
C 2.23740 -0.97775 -5.54010 -0.82
H 1.33240 0.72495 7.29540 0.39
H -1.44190 0.69055 -6.65570 0.30
H 2.96100 0.23955 5.49090 0.39
H -2.36220 0.34185 -2.06400 0.30
H -0.07960 -2.96535 0.33800 0.34
H 2.16990 -1.70065 -6.36140 0.27
H -2.60140 0.93595 -0.41520 0.29
H 2.22910 0.16525 3.13810 0.34
H -1.80520 1.07065 4.40550 0.39
H 3.04490 -0.27225 -5.77650 0.28
H -1.82630 -2.58855 -0.01380 0.25
H 2.55470 -1.51885 -4.63900 0.24
H -1.93240 -0.55615 -5.51850 0.25
H -1.05670 -1.00805 -6.99390 0.28
H -1.04420 1.14845 6.73950 0.39
H -1.48870 1.79925 -1.51400 0.35
```

Calculated values
2S+1: 9
DFT total energy: -1244.35407 Eh
⟨S²⟩: 20.05
LUMO level (alpha / beta): -0.426 / -3.137 eV
Frontier orbital gap (alpha / beta): 4.8 / 5.9 eV